Model P:
Entry from OMol25: a cluster of 2 separate species, C2H6N3O2 in total (ωB97M-V/def2-TZVPD).

Geometry (Å):
O1 0.855 0.405 0.872
O2 -0.366 1.576 -0.612
N1 -0.155 2.385 1.463
N2 -1.071 -2.283 0.019
N3 0.720 -1.282 -1.197
C1 -0.196 -2.297 -0.974
C2 0.139 1.362 0.475
H1 -1.816 -2.956 -0.140
H2 0.819 -0.504 -0.484
H3 -0.415 3.305 1.083
H4 1.094 -1.135 -2.100
H5 -0.191 -3.143 -1.699
H6 0.475 2.453 2.255

Values from the calculation:
Net charge = -1
HOMO-LUMO gap = 8.578 eV
Highest occupied orbital energy = -4.43 eV

Model Q:
Entry from OMol25: the ion C2H6N3O2 with charge -1 (ωB97M-V/def2-TZVPD).

Geometry (Å):
O1 0.114 1.620 -0.925
O2 -1.509 -1.839 0.742
N1 -0.513 0.702 -0.218
N2 -0.390 -1.831 0.200
N3 0.184 -0.575 -0.152
C1 -1.036 1.272 0.979
C2 1.397 -0.813 -0.931
H1 2.313 -0.300 -0.382
H2 -0.256 1.884 1.313
H3 -1.421 0.401 1.596
H4 1.476 -0.446 -1.950
H5 1.519 -1.937 -0.896
H6 -1.880 1.862 0.623

Values from the calculation:
SMILES = CN([O-])N(C)N=O
Net charge = -1
HOMO-LUMO gap (alpha / beta) = 5.940 / 5.943 eV
Highest occupied orbital energy (alpha / beta) = -1.53 / -1.54 eV

Order from most stable to least stable according to the calculation: model P, model Q

Model P:
Entry from OMol25: the ion C2H6N3O2 with charge -1 (ωB97M-V/def2-TZVPD).

Geometry (Å):
O1 1.778 -0.042 -1.306
O2 2.978 -0.621 0.393
N1 -1.200 0.804 1.201
N2 1.868 -0.261 -0.070
N3 0.900 -0.113 0.770
C1 -0.909 -0.572 -0.884
C2 -0.318 0.368 0.147
H1 -0.113 -0.766 -1.579
H2 -1.639 -0.046 -1.306
H3 0.072 1.397 -0.423
H4 -1.526 -0.013 1.794
H5 -1.175 -1.496 -0.546
H6 -0.718 1.360 1.810

Values from the calculation:
SMILES = C[C@@H](N)N=[N+]([O-])[O-]
Net charge = -1
HOMO-LUMO gap = 8.357 eV
Highest occupied orbital energy = -3.89 eV

Model Q:
Entry from OMol25: the ion C2H6N3O2 with charge -1 (ωB97M-V/def2-TZVPD).

Geometry (Å):
O1 -3.117 -0.457 -0.404
O2 -2.038 1.254 0.322
N1 -1.044 -0.717 0.066
N2 0.149 -0.230 0.603
N3 -2.054 0.036 0.020
C1 1.110 -1.262 0.115
C2 0.721 1.344 -0.141
H1 1.577 1.538 0.412
H2 1.240 -1.147 -0.961
H3 2.006 -1.029 0.601
H4 -0.314 1.792 0.148
H5 1.135 1.080 -1.116
H6 0.629 -2.203 0.336

Values from the calculation:
SMILES = CN(C)N=[N+]([O-])[O-]
Net charge = -1
HOMO-LUMO gap = 7.246 eV
Highest occupied orbital energy = -3.08 eV

Order from most stable to least stable according to the calculation: model P, model Q

Model P:
Entry from OMol25: a cluster of 2 separate species, C2H3ClNP in total (ωB97M-V/def2-TZVPD).

Geometry (Å):
Cl1 3.377 0.018 0.025
P1 -0.291 -0.361 -1.622
N1 -2.556 0.422 0.153
C1 -1.389 0.254 -0.256
C2 -0.180 -0.312 0.123
H1 0.437 -0.228 0.961
H2 3.742 -0.596 1.209
H3 -3.140 0.803 -0.594

Values from the calculation:
SMILES = [H]/N=c1/cp1.Cl
Net charge = 0
HOMO-LUMO gap = 7.732 eV
Highest occupied orbital energy = -8.50 eV

Model Q:
Entry from OMol25: a cluster of 2 separate species, C2H3ClNP in total (ωB97M-V/def2-TZVPD).

Geometry (Å):
Cl1 -3.324 0.998 0.248
P1 2.330 1.096 0.218
N1 0.902 -1.152 -1.216
C1 1.313 -0.309 -0.372
C2 0.959 0.343 0.875
H1 -3.936 -0.048 0.651
H2 0.503 0.327 1.780
H3 1.253 -1.255 -2.185

Values from the calculation:
SMILES = [H]/N=c1/cp1.Cl
Net charge = 0
HOMO-LUMO gap = 8.041 eV
Highest occupied orbital energy = -8.51 eV

Order from most stable to least stable according to the calculation: model Q, model P

Model P:
Entry from OMol25: a cluster of 2 separate species, C5H9N4O in total (ωB97M-V/def2-TZVPD).

Geometry (Å):
O1 -1.616 -1.129 0.143
N1 1.756 1.599 -0.245
N2 2.791 -0.219 -0.036
N3 0.856 0.652 -0.130
N4 2.910 1.124 -0.020
C1 -2.127 -0.060 0.071
C2 -3.643 0.269 -0.093
C3 1.526 -0.479 -0.074
C4 -1.471 1.229 0.008
C5 4.051 -1.074 0.130
H1 4.156 -1.210 1.266
H2 3.926 -2.046 -0.454
H3 -1.489 1.874 0.757
H4 -3.679 1.392 -0.038
H5 -4.225 -0.221 0.719
H6 4.832 -0.522 -0.375
H7 1.002 -1.513 -0.234
H8 -3.999 -0.166 -1.042
H9 -1.536 1.808 -0.963

Values from the calculation:
Net charge = +1
HOMO-LUMO gap = 8.526 eV
Highest occupied orbital energy = -14.88 eV

Model Q:
Entry from OMol25: the ion C5H9N4O with charge +1 (ωB97M-V/def2-TZVPD).

Geometry (Å):
O1 -1.748 2.798 0.881
N1 -2.926 2.187 1.075
N2 0.861 -1.273 1.462
N3 0.471 -0.013 -1.031
N4 -0.879 2.000 0.348
C1 -2.861 1.014 0.627
C2 1.620 -0.921 -0.897
C3 -0.764 -0.267 -0.393
C4 -1.452 0.788 0.152
C5 1.878 -0.850 0.579
H1 -3.756 0.412 0.496
H2 2.269 0.230 0.812
H3 -1.192 -1.285 -0.673
H4 2.790 -1.373 0.759
H5 0.362 0.212 -2.000
H6 0.464 -2.113 1.101
H7 0.859 0.821 -0.583
H8 1.487 -1.940 -1.329
H9 2.517 -0.427 -1.387

Values from the calculation:
Net charge = +1
HOMO-LUMO gap (alpha / beta) = 8.623 / 8.557 eV
Highest occupied orbital energy (alpha / beta) = -13.45 / -14.32 eV

Model R:
Entry from OMol25: the ion C5H9N4O with charge +1 (ωB97M-V/def2-TZVPD).

Geometry (Å):
O1 -1.835 1.896 -0.432
N1 1.760 -0.865 -0.386
N2 1.300 1.301 0.051
N3 0.255 0.656 0.703
N4 -0.461 -1.501 -0.457
C1 0.493 -0.798 0.388
C2 2.442 0.354 -0.188
C3 -1.677 -1.384 -0.424
C4 -2.156 0.921 -0.004
C5 -2.567 -0.315 0.433
H1 0.574 -1.475 1.274
H2 1.018 1.734 -0.843
H3 -3.706 -0.484 0.496
H4 3.070 0.512 -1.091
H5 1.566 2.049 0.723
H6 -2.195 -0.298 1.500
H7 -2.426 -1.866 -1.146
H8 3.068 0.377 0.784
H9 1.476 -0.814 -1.381

Values from the calculation:
Net charge = +1
HOMO-LUMO gap = 7.847 eV
Highest occupied orbital energy = -12.04 eV

Order from most stable to least stable according to the calculation: model R, model P, model Q

Model P:
Entry from OMol25: a cluster of 2 separate species, C2H9BNO2 in total (ωB97M-V/def2-TZVPD).

Geometry (Å):
O1 0.522 1.283 1.390
O2 2.487 2.010 0.156
N1 -1.481 -0.425 -0.261
C1 -1.584 -1.826 -0.176
C2 1.042 0.041 -0.679
B1 1.406 1.259 0.413
H1 -2.524 -2.013 -0.520
H2 -1.483 -2.233 0.901
H3 -1.348 0.172 0.574
H4 1.164 -1.055 -0.432
H5 -0.940 -2.331 -1.002
H6 -1.859 0.027 -1.103
H7 0.601 1.904 2.013
H8 2.893 2.871 0.545
H9 1.104 0.316 -1.817

Values from the calculation:
Net charge = +1
HOMO-LUMO gap (alpha / beta) = 7.601 / 8.606 eV
Highest occupied orbital energy (alpha / beta) = -14.09 / -14.61 eV

Model Q:
Entry from OMol25: the ion C2H9BNO2 with charge +1 (ωB97M-V/def2-TZVPD).

Geometry (Å):
O1 0.606 -2.507 -0.939
O2 1.343 -0.310 -1.658
N1 0.117 0.864 0.675
C1 0.032 -0.597 0.546
C2 -1.232 1.498 0.914
B1 0.630 -1.174 -0.911
H1 -0.962 -0.682 0.443
H2 -1.887 1.255 1.714
H3 0.351 -1.093 1.420
H4 -1.054 2.646 0.912
H5 0.817 1.154 1.420
H6 0.500 1.141 -0.320
H7 1.538 -0.410 -2.520
H8 -1.689 1.155 0.043
H9 0.891 -2.938 -1.739

Values from the calculation:
SMILES = C[NH2+]CB(O)O
Net charge = +1
HOMO-LUMO gap = 12.958 eV
Highest occupied orbital energy = -16.36 eV

Order from most stable to least stable according to the calculation: model Q, model P

Model P:
Entry from OMol25: a cluster of 2 separate species, C5H11NS in total (ωB97M-V/def2-TZVPD).

Geometry (Å):
S1 -3.722 -0.365 -0.373
N1 -2.104 -0.207 0.225
C1 1.892 0.679 -0.735
C2 -1.624 0.882 0.895
C3 -1.080 0.569 -0.400
C4 1.138 -1.151 0.821
C5 0.870 -0.402 -0.480
H1 2.849 0.256 -0.886
H2 -1.088 0.740 1.809
H3 1.008 -2.235 0.764
H4 2.193 -1.102 1.172
H5 -3.735 -1.773 -0.222
H6 -2.212 1.803 0.948
H7 1.746 1.426 0.145
H8 -1.310 1.054 -1.422
H9 0.644 -0.585 1.598
H10 0.726 -1.106 -1.196
H11 1.494 1.088 -1.662

Values from the calculation:
Net charge = 0
HOMO-LUMO gap = 9.248 eV
Highest occupied orbital energy = -8.32 eV

Model Q:
Entry from OMol25: a cluster of 3 separate species, C5H11NS in total (ωB97M-V/def2-TZVPD).

Geometry (Å):
S1 1.703 3.537 -0.103
N1 2.295 4.044 4.062
C1 0.986 1.199 -1.259
C2 1.807 1.906 -0.341
C3 -3.452 -3.800 -0.950
C4 -2.758 -4.385 -1.914
C5 0.594 -0.101 -1.389
H1 2.939 4.509 4.663
H2 -3.962 -2.881 -1.116
H3 2.388 1.282 0.229
H4 0.350 1.827 -1.931
H5 1.100 -0.909 -0.784
H6 2.153 3.121 4.348
H7 -0.133 -0.487 -2.144
H8 -2.719 -3.984 -2.870
H9 -3.450 -4.086 0.115
H10 2.271 4.351 3.121
H11 -2.111 -5.144 -1.737

Values from the calculation:
SMILES = C=CC=S.C=C.N
Net charge = 0
HOMO-LUMO gap = 7.881 eV
Highest occupied orbital energy = -9.00 eV

Order from most stable to least stable according to the calculation: model Q, model P

Model P:
Entry from OMol25: the ion C6H12N with charge +1 (ωB97M-V/def2-TZVPD).

Geometry (Å):
N1 -2.252 1.377 0.749
C1 0.111 0.757 0.471
C2 -1.379 0.241 0.966
C3 0.898 -1.979 0.347
C4 0.652 0.008 -0.618
C5 1.870 0.598 -1.303
C6 0.359 -1.398 -0.780
H1 1.624 1.636 -1.578
H2 0.934 -3.056 0.495
H3 -1.280 0.001 2.023
H4 -1.590 -0.600 0.316
H5 2.613 0.658 -0.499
H6 0.092 1.799 0.121
H7 0.044 -1.970 -1.642
H8 2.140 0.104 -2.242
H9 0.606 0.869 1.440
H10 -3.140 1.094 1.150
H11 -2.402 1.691 -0.199
H12 1.543 -1.455 1.046

Values from the calculation:
Net charge = +1
HOMO-LUMO gap = 7.047 eV
Highest occupied orbital energy = -13.27 eV

Model Q:
Entry from OMol25: the ion C6H12N with charge +1 (ωB97M-V/def2-TZVPD).

Geometry (Å):
N1 -0.444 -0.436 -1.096
C1 0.584 -2.646 -0.452
C2 0.656 0.225 1.456
C3 -0.740 0.900 -0.464
C4 -0.421 -1.590 -0.205
C5 0.105 1.170 0.772
C6 0.183 2.635 1.124
H1 -1.796 0.931 -0.182
H2 0.832 2.789 1.979
H3 -0.565 1.677 -1.210
H4 -1.362 -1.808 0.270
H5 0.486 -0.385 -1.534
H6 -1.144 -0.557 -1.845
H7 0.171 -3.484 -1.026
H8 1.252 -0.077 2.277
H9 -0.810 3.006 1.371
H10 0.566 3.201 0.278
H11 0.921 -3.072 0.491
H12 1.452 -2.247 -0.977

Values from the calculation:
Net charge = +1
HOMO-LUMO gap (alpha / beta) = 8.567 / 9.155 eV
Highest occupied orbital energy (alpha / beta) = -12.75 / -13.07 eV

Model R:
Entry from OMol25: the ion C6H12N with charge +1 (ωB97M-V/def2-TZVPD).

Geometry (Å):
N1 -2.285 0.669 0.045
C1 -1.813 -0.475 -0.696
C2 0.434 0.259 1.624
C3 -0.785 -1.314 0.102
C4 2.474 0.696 -0.464
C5 0.395 -0.404 0.447
C6 1.277 -0.145 -0.609
H1 3.215 0.324 0.242
H2 -1.301 -0.190 -1.628
H3 1.138 1.079 1.715
H4 1.036 -0.484 -1.611
H5 -0.383 -2.069 -0.564
H6 -1.282 -1.754 0.964
H7 -1.725 0.973 0.824
H8 2.885 0.996 -1.415
H9 -2.631 1.426 -0.520
H10 -2.647 -1.123 -0.952
H11 2.144 1.622 0.027
H12 -0.147 -0.086 2.470

Values from the calculation:
Net charge = +1
HOMO-LUMO gap = 5.748 eV
Highest occupied orbital energy = -12.91 eV

Model S:
Entry from OMol25: the ion C6H12N with charge +1 (ωB97M-V/def2-TZVPD).

Geometry (Å):
N1 0.697 -1.218 0.122
C1 -2.011 0.654 1.158
C2 1.441 -2.246 0.337
C3 1.007 0.099 -0.520
C4 1.463 -0.055 -1.810
C5 0.269 1.202 0.095
C6 -1.273 1.214 -0.074
H1 0.523 1.110 1.210
H2 0.700 2.157 -0.220
H3 2.245 -0.763 -2.143
H4 -0.298 -1.381 0.451
H5 -1.548 0.505 -1.000
H6 1.359 0.848 -2.436
H7 -1.411 -0.304 1.356
H8 1.862 -2.536 1.379
H9 -1.766 2.260 -0.307
H10 -3.025 0.201 0.775
H11 -2.063 1.357 1.986
H12 1.828 -3.105 -0.359

Values from the calculation:
SMILES = C=[NH+]C(=C)CCC
Net charge = +1
HOMO-LUMO gap = 6.631 eV
Highest occupied orbital energy = -13.79 eV

Order from most stable to least stable according to the calculation: model R, model P, model Q, model S

Model P:
Entry from OMol25: a structure of composition C24H24ClN8NaO4 (ωB97M-V/def2-TZVPD).

Geometry (Å):
Cl1 2.106 2.531 0.455
Na1 0.344 0.410 -0.037
O1 1.951 3.704 -0.447
O2 0.756 2.262 1.060
O3 3.010 2.918 1.552
O4 2.338 -0.512 -0.630
N1 2.342 -0.762 0.661
N2 -2.301 1.798 -1.615
N3 -3.165 -1.963 0.142
N4 -2.273 0.594 -0.997
N5 -0.025 1.413 -2.159
N6 1.119 3.038 -3.422
N7 -0.268 -1.909 1.146
N8 0.949 -6.483 0.357
C1 -0.617 -1.870 2.421
C2 -4.710 -3.051 1.657
C3 -3.625 -3.021 0.791
C4 -4.952 -0.715 1.201
C5 -5.393 -1.831 1.849
C6 0.618 -5.475 0.804
C7 -0.587 -2.975 3.269
C8 -1.210 2.160 -2.225
C9 3.683 -1.066 1.210
C10 0.008 3.880 -3.508
C11 4.803 -0.387 0.432
C12 -3.388 0.426 -0.276
C13 -2.309 4.274 -3.047
C14 -2.236 5.499 -3.691
C15 1.035 1.883 -2.680
C16 0.182 -4.219 1.401
C17 -3.807 -0.769 0.344
C18 -1.030 5.921 -4.241
C19 3.878 -2.584 1.177
C20 0.088 5.106 -4.151
C21 3.652 -0.580 2.654
C22 0.132 -3.063 0.633
C23 -1.193 3.445 -2.933
C24 -0.177 -4.183 2.744
H1 4.552 -0.887 3.200
H2 -3.116 6.127 -3.757
H3 -5.005 -3.969 2.145
H4 2.030 3.466 -3.445
H5 -0.959 6.881 -4.738
H6 -5.448 0.239 1.336
H7 -4.044 1.290 -0.169
H8 1.037 5.417 -4.575
H9 4.735 -0.648 -0.623
H10 -6.255 -1.770 2.506
H11 -0.939 -0.905 2.797
H12 5.780 -0.692 0.823
H13 -0.136 -5.080 3.348
H14 3.560 0.506 2.692
H15 1.972 1.356 -2.520
H16 -0.882 -2.880 4.305
H17 3.080 -3.079 1.739
H18 -3.229 3.926 -2.596
H19 3.838 -2.944 0.146
H20 -3.077 -3.946 0.611
H21 2.782 -1.008 3.159
H22 0.433 -3.057 -0.406
H23 4.723 0.699 0.510
H24 4.838 -2.884 1.611

Values from the calculation:
Net charge = -2
HOMO-LUMO gap (alpha / beta) = 4.550 / 3.714 eV
Highest occupied orbital energy (alpha / beta) = -0.55 / 0.29 eV

Model Q:
Entry from OMol25: a structure of composition C24H24ClN8NaO4 (ωB97M-V/def2-TZVPD).

Geometry (Å):
Cl1 -3.709 2.077 2.010
Na1 -1.006 0.151 1.394
O1 -3.945 3.313 1.318
O2 -4.251 2.155 3.343
O3 -4.308 0.980 1.295
O4 -2.277 1.844 2.102
N1 1.086 -1.377 -5.086
N2 0.834 -1.509 2.503
N3 -0.017 -1.814 0.074
N4 0.251 -2.842 -2.110
N5 1.414 -2.471 1.816
N6 -0.249 0.565 3.945
N7 -1.172 0.389 -1.081
N8 -1.158 1.865 -1.011
C1 -0.422 -1.832 -1.304
C2 -0.762 1.543 4.686
C3 -0.584 -0.390 -3.414
C4 1.388 -3.470 -1.713
C5 0.833 -0.258 5.922
C6 2.915 -4.071 0.058
C7 -0.271 -0.407 -1.932
C8 0.988 -2.499 0.510
C9 0.323 -0.919 -4.330
C10 0.454 2.507 -2.988
C11 -1.705 0.320 -3.897
C12 1.106 -1.415 3.763
C13 -0.169 2.775 -1.613
C14 -2.247 1.174 -1.674
C15 1.790 -3.382 -0.369
C16 0.301 0.769 6.670
C17 0.950 2.870 -0.573
C18 -2.494 1.108 -3.123
C19 0.544 -0.341 4.547
C20 3.661 -4.843 -0.823
C21 3.273 -4.907 -2.159
C22 2.155 -4.229 -2.610
C23 -0.931 4.103 -1.674
C24 -0.520 1.700 6.044
H1 0.076 -2.806 -3.102
H2 -3.143 1.191 -1.055
H3 0.764 -0.102 -1.717
H4 -1.393 4.317 -0.710
H5 1.775 -2.130 4.247
H6 -0.303 2.446 -3.765
H7 4.539 -5.375 -0.478
H8 -0.975 2.521 6.582
H9 -1.415 2.226 4.158
H10 0.538 3.150 0.397
H11 -1.911 0.251 -4.963
H12 1.472 -1.009 6.369
H13 3.858 -5.486 -2.866
H14 0.517 0.843 7.731
H15 -1.499 -2.046 -1.331
H16 1.450 1.903 -0.467
H17 1.701 3.605 -0.874
H18 -1.720 4.040 -2.427
H19 -0.255 4.917 -1.947
H20 1.121 3.344 -3.216
H21 1.048 1.598 -3.012
H22 3.189 -3.976 1.100
H23 1.873 -4.254 -3.656
H24 -3.375 1.598 -3.516

Values from the calculation:
Net charge = -2
HOMO-LUMO gap = 5.008 eV
Highest occupied orbital energy = -1.01 eV

Order from most stable to least stable according to the calculation: model P, model Q